This record from the OMol25 dataset describes a cluster of 2 separate species, C2H7NS2 in total. The level of theory is ωB97M-V with the def2-TZVPD basis set.

Geometry as XYZ:
```
12
Properties=species:S:1:pos:R:3:forces:R:3:lowdin_charge:R:1
N -1.151 0.567 -1.028 1.6 -0.9 1.8 0.029
C 0.040 0.693 -0.053 -0.4 1.4 0.4 -0.332
C 0.879 -0.583 -0.091 -1.3 -1.4 -1.0 -0.600
S 2.623 -0.816 0.449 -0.6 0.4 0.8 0.656
S -3.072 -0.657 1.065 0.3 0.4 -0.3 0.101
H -1.508 1.460 -1.282 -0.3 0.8 0.0 0.055
H -1.916 -0.031 -0.667 0.3 -0.1 -0.3 -0.115
H -0.317 1.005 0.969 0.4 -0.8 -0.8 0.101
H 0.681 1.534 -0.334 -0.4 0.1 -0.5 0.097
H 1.048 -0.797 -1.206 -0.7 0.0 1.6 0.079
H 0.143 -1.307 0.379 1.4 0.0 -0.8 0.074
H 2.550 -1.069 1.800 -0.3 0.3 -0.8 -0.144
```
Positions in Å, forces in eV/Å.

Properties
ΔE to the lowest compared entry with this formula, charge and spin, eV: 4.5817
Highest occupied orbital energy, hartree: -0.3421
Molecular weight, g mol⁻¹: 109.2
LUMO level, eV: -3.74
DFT total energy, eV: -25343.466
Net charge: 0
Gap between HOMO and LUMO, Eh: 0.205



This record from the OMol25 dataset describes a cluster of 2 separate species, C2H7O2 in total. The level of theory is ωB97M-V with the def2-TZVPD basis set.

Geometry as XYZ:
```
11
Properties=species:S:1:pos:R:3:forces:R:3:lowdin_charge:R:1
C -0.561 0.236 -0.190 0.8 -0.7 0.9 -0.569
O -0.116 -1.023 0.049 0.1 -0.2 -0.4 -0.348
C -0.646 1.000 1.126 2.1 -0.6 0.0 -0.144
H -1.491 0.270 -0.745 -1.1 0.0 -0.2 0.068
H 0.106 0.840 -0.806 0.6 0.3 -0.7 0.074
H -1.316 1.787 0.952 -1.4 1.4 0.6 0.015
H 0.382 1.467 1.287 -1.2 -0.7 0.3 0.072
H -0.871 0.236 1.904 -0.1 1.0 -0.3 0.066
H 0.934 -1.153 -1.101 -1.4 0.3 0.5 -0.077
H 1.928 -2.100 -0.833 -0.1 0.8 -1.9 0.038
O 1.651 -1.560 -1.643 1.9 -1.6 1.2 -0.196
```
Positions in Å, forces in eV/Å.

Properties
ΔE to the lowest compared entry with this formula, charge and spin, eV: 0.6232
Highest occupied orbital energy, hartree: -0.1054
Molecular weight, g mol⁻¹: 63.1
LUMO level, eV: 4.76
DFT total energy, eV: -6282.068
Net charge: -1
Gap between HOMO and LUMO, Eh: 0.280



This record from the OMol25 dataset describes a cluster of 2 separate species, C2H7O2 in total. The level of theory is ωB97M-V with the def2-TZVPD basis set.

Geometry as XYZ:
```
11
Properties=species:S:1:pos:R:3:forces:R:3:lowdin_charge:R:1
O -0.761 1.561 -1.583 0.9 0.1 1.8 0.228
H -0.511 0.743 -0.893 -0.5 -0.8 -0.7 0.116
H -1.666 1.710 -1.877 0.0 0.0 -0.6 0.170
H 0.002 1.576 -2.172 -0.5 0.4 -1.0 0.163
O 0.000 -0.565 -0.820 -0.1 0.8 -0.3 0.050
C 0.470 -1.117 0.159 -0.1 -0.3 0.7 -0.180
C 0.331 -0.607 1.538 0.7 1.1 -0.1 -0.006
H 1.088 -1.995 -0.023 -0.1 -0.4 0.0 0.147
H -0.053 0.416 1.520 -0.2 -0.1 0.0 0.093
H -0.259 -1.183 2.241 0.0 -0.5 -0.1 0.107
H 1.360 -0.539 1.911 -0.1 -0.2 0.3 0.110
```
Positions in Å, forces in eV/Å.

Properties
ΔE to the lowest compared entry with this formula, charge and spin, eV: 0.5749
Highest occupied orbital energy, hartree: -0.5896
Molecular weight, g mol⁻¹: 63.1
LUMO level, eV: -4.02
DFT total energy, eV: -6274.392
Net charge: +1
Gap between HOMO and LUMO, Eh: 0.442



This record from the OMol25 dataset describes a cluster of 2 separate species, C2H7O2P in total. The level of theory is ωB97M-V with the def2-TZVPD basis set.

Geometry as XYZ:
```
12
Properties=species:S:1:pos:R:3:forces:R:3:lowdin_charge:R:1
C 1.356 -0.463 0.647 -1.3 3.0 1.2 -0.182
C 0.365 0.434 1.366 -1.3 1.8 -0.9 -0.124
O -0.872 0.825 -2.531 -0.1 0.8 -0.8 -0.125
O -0.943 -0.368 -1.774 -0.1 -0.3 1.0 -0.600
P -1.910 -0.331 -0.386 0.2 -0.7 -0.7 0.829
H 2.266 -0.151 1.061 1.9 0.2 0.5 0.046
H 1.155 -1.401 1.026 -0.2 -2.5 -0.3 0.042
H 1.428 -0.227 -0.404 -0.4 -0.7 -0.4 0.065
H 0.339 1.553 1.211 0.3 -1.3 -0.5 0.048
H -0.137 0.305 2.325 0.4 -1.0 -0.2 0.025
H -0.870 1.619 -1.963 0.0 -0.6 0.5 0.075
H -2.177 -1.795 -0.579 0.5 1.3 0.5 -0.099
```
Positions in Å, forces in eV/Å.

Properties
ΔE to the lowest compared entry with this formula, charge and spin, eV: 6.9746
Highest occupied orbital energy (alpha / beta), hartree: -0.2952 / -0.2927
Molecular weight, g mol⁻¹: 94.0
LUMO level (alpha / beta), eV: -0.54 / 0.32
DFT total energy, eV: -15564.808
Net charge: 0
Gap between HOMO and LUMO (alpha / beta), Eh: 0.275 / 0.304



This record from the OMol25 dataset describes a structure of composition C2H7O2Yb. The level of theory is ωB97M-V with the def2-TZVPD basis set.

Geometry as XYZ:
```
12
Properties=species:S:1:pos:R:3:forces:R:3:lowdin_charge:R:1
C -0.220 -1.030 -0.868 -1.6 -0.9 2.3 -0.046
H -0.740 -1.998 -0.746 -0.1 0.3 0.3 0.071
H -1.003 -0.356 -1.256 0.9 0.2 0.1 0.082
H 0.548 -1.315 -1.599 0.5 1.2 0.9 0.080
O 1.577 1.333 -0.834 -0.1 -0.2 2.3 -0.740
Yb 2.623 3.185 -1.370 -0.8 -1.4 0.4 0.780
H 1.262 0.757 -0.010 1.0 1.7 -2.8 -0.026
O 0.182 -0.638 0.585 0.6 -0.7 -2.9 -0.306
C -0.855 -0.108 1.373 -0.5 0.3 -0.8 -0.154
H -0.434 0.141 2.355 -0.1 -0.4 -0.2 0.090
H -1.233 0.835 0.938 0.0 -0.2 0.1 0.084
H -1.707 -0.807 1.432 0.2 0.1 0.3 0.085
```
Positions in Å, forces in eV/Å.

Properties
<S²>: 0.75
Highest occupied orbital energy (alpha / beta), hartree: -0.2022 / -0.2846
Molecular weight, g mol⁻¹: 236.1
LUMO level (alpha / beta), eV: 0.25 / -0.30
DFT total energy, eV: -37808.611
Net charge: 0
Multiplicity: 2
Gap between HOMO and LUMO (alpha / beta), Eh: 0.211 / 0.274



This record from the OMol25 dataset describes a cluster of 3 separate species, C2H7O4 in total. The level of theory is ωB97M-V with the def2-TZVPD basis set.

Geometry as XYZ:
```
13
Properties=species:S:1:pos:R:3:forces:R:3:lowdin_charge:R:1
O 2.465 -1.784 -1.098 0.5 -0.3 0.0 -0.066
C 1.279 -1.485 -0.913 0.4 1.0 -0.5 -0.792
O 0.766 -0.347 -1.117 -0.4 0.2 0.0 -0.109
C 0.364 -2.559 -0.415 -0.3 -0.1 1.5 -0.057
H 0.849 -3.518 -0.563 -0.6 -0.3 -0.4 0.059
H 0.274 -2.455 0.681 0.2 0.1 -0.1 0.067
H -0.657 -2.376 -0.740 0.0 -0.6 -0.5 0.060
H -1.526 3.300 0.699 0.0 -0.2 -0.3 -0.006
H -0.637 3.605 1.826 0.3 -0.1 0.2 0.019
O -1.548 3.729 1.561 -0.3 0.3 0.1 -0.087
H -1.108 1.187 0.532 0.2 0.4 -0.1 0.038
H -0.037 0.982 -0.467 0.6 -0.1 -0.4 -0.015
O -0.483 1.720 0.012 -0.7 -0.5 0.4 -0.111
```
Positions in Å, forces in eV/Å.

Properties
ΔE to the lowest compared entry with this formula, charge and spin, eV: 0.4111
Highest occupied orbital energy, hartree: -0.1642
Molecular weight, g mol⁻¹: 95.1
LUMO level, eV: 3.80
DFT total energy, eV: -10379.650
Net charge: -1
Gap between HOMO and LUMO, Eh: 0.304



This record from the OMol25 dataset describes the molecule C2H7OP. The level of theory is ωB97M-V with the def2-TZVPD basis set.

Geometry as XYZ:
```
11
Properties=species:S:1:pos:R:3:forces:R:3:lowdin_charge:R:1
C 0.182 0.259 1.636 0.0 -0.1 0.0 -0.174
C 0.061 0.363 0.127 -0.2 0.5 -0.4 -0.493
O -0.735 -0.157 -2.224 0.1 -0.3 -0.1 -0.407
P -0.238 -1.115 -0.947 0.1 0.4 0.3 0.794
H 0.106 1.267 2.051 0.1 -0.1 0.1 0.068
H -0.626 -0.341 2.055 0.0 0.0 0.1 0.062
H 1.137 -0.163 1.945 0.0 -0.1 0.1 0.063
H 0.914 0.907 -0.291 -0.1 0.0 0.1 0.071
H -1.092 -0.706 -2.928 -0.1 0.0 0.0 0.025
H -0.828 0.969 -0.098 0.2 -0.1 0.0 0.067
H 1.120 -1.281 -1.327 0.1 -0.1 0.0 -0.076
```
Positions in Å, forces in eV/Å.

Properties
ΔE to the lowest compared entry with this formula, charge and spin, eV: 0.0000
Highest occupied orbital energy, hartree: -0.3296
Molecular weight, g mol⁻¹: 78.1
LUMO level, eV: 0.90
DFT total energy, eV: -13523.660
Net charge: 0
Gap between HOMO and LUMO, Eh: 0.363
SMILES: CCPO



This record from the OMol25 dataset describes a cluster of 2 separate species, C2H7OS in total. The level of theory is ωB97M-V with the def2-TZVPD basis set.

Geometry as XYZ:
```
11
Properties=species:S:1:pos:R:3:forces:R:3:lowdin_charge:R:1
O 2.672 -1.338 -0.997 -0.7 0.7 0.8 -0.275
H 2.431 -2.117 -1.487 -0.2 -0.4 -0.2 -0.051
C 0.358 -0.439 0.196 1.5 -1.7 0.5 -0.726
S -0.110 1.045 -0.431 -0.8 0.9 0.1 0.570
C -1.739 1.399 0.400 2.0 -1.2 3.2 -0.463
H 1.018 -0.485 1.143 -1.7 -0.2 -1.3 0.008
H -0.248 -1.272 -0.245 0.7 0.3 1.2 -0.018
H 1.715 -0.965 -0.529 1.1 -0.2 -0.9 -0.030
H -2.522 1.349 -0.264 -1.9 0.8 -1.7 -0.047
H -1.595 2.259 1.073 -0.7 0.3 -0.7 -0.002
H -1.980 0.565 1.142 0.7 0.7 -1.0 0.034
```
Positions in Å, forces in eV/Å.

Properties
ΔE to the lowest compared entry with this formula, charge and spin, eV: 2.5464
Highest occupied orbital energy, hartree: -0.0775
Molecular weight, g mol⁻¹: 79.1
LUMO level, eV: 4.04
DFT total energy, eV: -15068.859
Net charge: -1
Gap between HOMO and LUMO, Eh: 0.226